(1)
Computed, not measured: a cluster of 8 separate species, C11H38O9 in total in a non-equilibrium geometry, with wB97M-V/def2-TZVPD.

The energy above the lowest of the compared OMol25 structures with the same formula, charge and spin is 617.68 kJ/mol. As for the SMILES: COCCOC.CO.CO.CO.CO.CO.CO.CO. Its spin multiplicity is 1. The value obtained for the HOMO energy is -0.3538 Eh. The net charge is 0. The value obtained for the LUMO energy is 0.01112 Ha.

Cartesian coordinates (Å):
C 14.18429 -35.87415 33.47354
O 13.56714 -35.92616 32.18045
C 12.24057 -35.28483 32.09534
C 11.60151 -35.46943 30.67596
O 11.91597 -34.44165 29.74974
C 11.38981 -33.11223 29.94710
H 14.12435 -34.79178 33.58746
H 15.19525 -36.22088 33.25944
H 13.78261 -36.36895 34.35781
H 12.35437 -34.22938 32.34267
H 11.57398 -35.67979 32.86200
H 10.52176 -35.32259 30.64997
H 11.70415 -36.38478 30.09313
H 11.81596 -32.54454 30.77429
H 10.35755 -33.08543 30.29612
H 11.34283 -32.57168 29.00176
C 6.46335 -35.04814 25.73949
O 5.86066 -34.12520 26.51799
H 7.54444 -34.97200 25.85581
H 6.26298 -36.08972 25.99064
H 6.26052 -34.77343 24.70436
H 5.22990 -33.63676 25.98398
C 2.30138 -24.07951 27.74392
O 2.40705 -23.11580 26.75534
H 2.23809 -23.61312 28.72708
H 1.37411 -24.60217 27.50922
H 3.15377 -24.75725 27.69718
H 2.92475 -22.35800 27.03698
C 7.79511 -28.54393 23.76250
O 7.69932 -28.33578 22.37768
H 7.39724 -29.53378 23.98609
H 8.85194 -28.50932 24.02707
H 7.40215 -27.70247 24.33314
H 7.81261 -29.21487 22.00893
C 12.30532 -23.28713 26.01329
O 13.33464 -22.91689 26.90703
H 12.17913 -24.36964 26.03170
H 11.36473 -22.85698 26.35734
H 12.56534 -22.85080 25.04887
H 13.19132 -23.27259 27.78711
C 1.55566 -29.42437 23.67663
O 1.35057 -30.24952 24.85127
H 2.27655 -29.81818 22.96015
H 0.72459 -29.24277 22.99513
H 1.95355 -28.42880 23.87313
H 0.53980 -30.73263 24.67556
C 12.58610 -24.36092 18.82194
O 12.23919 -25.63310 18.37520
H 13.41268 -24.44925 19.52697
H 13.15419 -23.85964 18.03830
H 11.72726 -23.72174 19.02671
H 11.60434 -25.95559 19.01908
C 7.42561 -33.98485 18.29386
O 7.96331 -32.74175 18.45733
H 6.68345 -33.97398 17.49562
H 8.18647 -34.75245 18.15257
H 7.14041 -34.34425 19.28259
H 7.72080 -32.14657 17.74420

Atomic forces in eV per Å
0.0 1.7 -1.6
-2.2 -0.9 -0.3
1.0 -1.4 -0.6
-1.0 1.8 -0.1
1.1 1.6 -0.8
-0.7 -1.0 0.7
0.9 0.2 1.3
0.0 0.2 0.4
-0.6 -0.4 -0.4
0.0 0.3 -0.3
-0.1 -0.4 0.0
-0.6 -0.6 1.4
0.9 -0.3 0.7
1.0 0.1 -0.3
-0.6 -0.8 -0.2
0.7 -0.2 0.1
1.8 -0.9 -1.7
-1.5 1.7 1.9
0.3 0.1 0.0
-0.7 -0.1 -0.2
0.1 -0.9 -0.4
0.0 0.0 0.3
-0.1 -0.2 0.3
0.1 1.2 -1.3
-0.1 -0.3 0.2
0.1 -0.3 0.4
0.0 -0.3 0.2
0.1 -0.2 0.1
1.1 0.1 0.3
-0.4 0.1 -0.6
-0.3 0.3 0.7
0.3 -0.4 0.3
-0.8 -0.3 -0.2
0.0 0.2 -0.5
-0.2 0.1 0.9
0.7 0.3 0.1
0.1 -0.1 -0.6
-0.3 0.1 -0.2
-0.1 -0.4 0.0
-0.2 -0.1 -0.1
0.6 0.2 -0.7
0.0 1.0 -1.4
0.4 -0.7 0.4
-0.8 -0.3 0.7
-0.1 -0.1 0.9
0.0 -0.1 0.2
1.6 0.7 -0.9
-0.7 -0.6 -0.1
-0.6 0.3 1.1
-0.4 0.0 -0.6
0.2 -0.1 0.6
0.0 -0.4 -0.1
0.1 -1.7 0.5
1.0 2.2 0.3
-0.3 -0.6 0.4
0.4 0.1 -1.1
-1.3 0.3 0.0
0.1 -0.2 0.0

(2)
Computed, not measured: a structure of composition C11H39Ag3O15PV in a non-equilibrium geometry, with wB97M-V/def2-TZVPD.

The energy above the lowest of the compared OMol25 structures with the same formula, charge and spin is 218.85 kJ/mol. Its spin multiplicity is 4. The value obtained for the HOMO energy (spin up / spin down) is -0.6243 / -0.6165 Eh. The net charge is +3. The value obtained for the LUMO energy (spin up / spin down) is -0.34901 / -0.50606 Ha.

Cartesian coordinates (Å):
O 16.44949 -11.34264 8.02777
V 16.36442 -9.77893 7.66828
O 15.74161 -8.99692 8.90037
Ag 19.18802 -9.81097 3.28445
Ag 15.57815 -8.12565 4.57636
Ag 20.30088 -9.01293 7.37741
P 18.06511 -8.32432 5.91104
O 16.70135 -7.83790 6.47274
O 17.69380 -8.80731 4.45320
O 18.30236 -9.50528 6.91198
O 19.33456 -7.49482 6.03355
C 13.64006 -11.81872 4.88339
C 13.70084 -10.56886 5.73537
C 13.04178 -10.69830 7.11265
O 14.97477 -9.99460 5.82401
H 14.01049 -12.72455 5.36490
H 14.31235 -11.67166 4.02903
H 12.68823 -12.04599 4.40795
H 13.09712 -9.81291 5.19391
H 12.98553 -9.73894 7.63153
H 13.55912 -11.36328 7.80732
H 12.02219 -11.05964 6.98120
C 18.68151 -7.41407 9.58606
O 19.44199 -8.62035 9.67407
H 18.29752 -7.23966 8.57884
H 17.92090 -7.28417 10.35096
H 19.38627 -6.58041 9.68051
H 19.28102 -9.01062 10.53956
C 16.43327 -6.09860 2.04801
O 16.75439 -6.45106 3.41484
H 15.96513 -5.11533 2.10123
H 17.31550 -6.08001 1.41239
H 15.71028 -6.84399 1.71822
H 17.71030 -6.35589 3.49622
C 17.45654 -12.34188 4.90094
O 18.04479 -11.73566 3.77972
H 16.41282 -12.63201 4.76221
H 18.02941 -13.17963 5.30155
H 17.31875 -11.70156 5.77659
H 17.80319 -12.23111 2.98724
C 14.95519 -5.10428 7.77104
O 15.98125 -5.90150 8.33970
H 15.17811 -4.94818 6.71054
H 13.95456 -5.54115 7.84318
H 14.89226 -4.13662 8.26613
H 16.33607 -6.49139 7.66299
C 20.41032 -6.58561 2.52306
O 20.18499 -7.76215 3.30845
H 20.42507 -6.85005 1.46484
H 19.60928 -5.84972 2.62132
H 21.34460 -6.03389 2.63527
H 20.09649 -7.54034 4.24771
C 18.30876 -4.12614 5.91728
O 19.53643 -4.81059 5.70475
H 18.45122 -3.28581 6.59603
H 17.80869 -3.69979 5.04027
H 17.50724 -4.76556 6.30285
H 19.36910 -5.71830 5.99022
C 20.14395 -12.03914 8.19446
O 20.73043 -10.81636 8.61987
H 20.95190 -12.72960 7.93515
H 19.47712 -12.40428 8.97460
H 19.59294 -11.97203 7.25466
H 21.11042 -10.98428 9.49154
C 22.29895 -6.65728 7.11254
O 21.74092 -7.34992 8.23394
H 23.34471 -6.84366 6.85526
H 21.74177 -6.87046 6.20069
H 22.26293 -5.57719 7.26765
H 22.13518 -6.95331 9.02155

Atomic forces in eV per Å
-0.2 2.0 -0.5
-1.4 -0.7 1.5
1.0 -1.3 -1.6
0.3 -0.1 -0.3
-0.7 0.5 -0.9
0.8 0.5 2.0
-1.3 0.0 1.1
0.9 0.0 -0.7
0.5 0.2 1.0
0.1 -1.0 -0.4
0.0 -0.8 -0.5
1.2 -0.6 -1.8
-0.6 0.2 2.5
0.0 0.2 -0.1
0.2 -0.5 0.2
-0.2 0.2 0.6
0.0 0.0 0.0
-0.3 0.4 0.5
0.0 0.3 -0.4
0.0 0.1 -0.2
0.1 -0.3 -0.3
0.0 -0.1 0.1
1.0 1.6 0.1
-0.6 -0.1 -0.1
-0.4 -0.6 0.1
-0.2 -0.3 -0.2
-0.1 0.0 0.3
0.1 -0.1 0.0
-0.8 0.3 0.3
0.4 -0.2 0.0
0.0 -0.1 -0.4
-0.1 -0.1 0.0
0.1 0.2 -0.4
-0.1 0.0 0.4
-1.1 -0.7 2.1
0.3 0.7 -0.9
0.2 -0.3 -0.7
0.1 -0.2 -0.5
0.7 0.7 -0.5
0.1 -0.1 0.1
-0.1 0.0 -0.5
0.1 0.0 0.3
-0.2 0.3 0.0
0.1 -0.3 0.1
0.3 0.0 0.1
-0.3 0.3 0.2
-0.3 0.9 -1.7
0.3 -0.4 0.4
-0.1 -0.5 0.2
-0.1 -0.1 0.4
0.2 -0.6 0.9
0.2 0.4 -0.1
-1.0 0.7 0.2
-0.5 -0.4 -0.4
0.1 -0.2 0.2
0.8 -0.1 -0.5
0.3 -0.2 0.5
0.4 0.5 0.0
0.1 -1.3 -0.5
0.0 0.5 -0.8
-0.1 -0.2 0.5
0.1 -0.2 -0.2
-0.2 0.7 0.2
0.2 0.6 0.0
0.6 1.2 -0.9
0.1 -0.3 -1.0
0.0 -0.7 0.6
-0.3 -0.1 0.2
-0.4 0.0 0.1
-0.2 -0.5 0.3

(3)
Computed, not measured: a structure of composition C11H39F4N15O12P2V2 in a non-equilibrium geometry, with wB97M-V/def2-TZVPD.

Its spin multiplicity is 8. The value obtained for the HOMO energy (spin up / spin down) is -0.5597 / -0.5709 Eh. The net charge is +3. The value obtained for the LUMO energy (spin up / spin down) is -0.32219 / -0.47057 Ha.

Cartesian coordinates (Å):
V -0.12320 0.97588 3.16384
V 0.24551 -4.15155 0.43654
O 0.10072 -2.06009 -0.17706
P 0.40895 -0.57531 -0.10493
O 0.10956 0.18452 1.20233
F -0.28749 0.37106 -1.23398
F 2.05344 -0.43251 -0.27791
O 0.68177 -3.10295 2.26217
P 0.30769 -2.52725 3.55592
O 0.26676 -1.02708 3.74751
F 1.46248 -3.04743 4.59392
F -1.11548 -3.07818 4.22400
C 2.81204 -2.08701 -2.85056
O 4.03061 -2.05486 -2.60436
N 2.05989 -1.06447 -3.10763
N 2.12095 -3.11485 -2.85367
H 1.05471 -1.02752 -3.19893
H 2.49095 -0.16168 -2.96889
H 2.58947 -3.98665 -2.65233
H 1.16282 -3.00141 -3.15237
C 3.16533 0.45499 2.87292
O 2.08003 1.05366 3.03648
N 3.90561 0.48025 1.78330
N 3.62463 -0.40519 3.67627
H 4.78423 -0.00856 1.68736
H 3.43880 0.80923 0.95026
H 3.05400 -0.51974 4.50172
H 4.55876 -0.78861 3.65408
C 0.11441 3.76503 1.41338
O -0.01289 2.79983 2.14841
N -0.27410 3.71014 0.14247
N 0.79760 4.80891 1.70484
H 0.12356 4.34750 -0.53262
H -0.84308 2.89612 -0.04121
H 1.06460 5.41340 0.94103
H 1.03278 4.92544 2.68014
C 3.52220 -3.60208 0.35786
O 2.41146 -4.04000 0.04117
N 4.49927 -4.34296 0.75681
N 3.86438 -2.38248 0.13735
H 5.48057 -4.14541 0.89145
H 4.28331 -5.32695 0.82911
H 4.72500 -2.00302 0.50539
H 3.14619 -1.72162 -0.12259
C 2.53170 3.52905 -1.55535
O 1.51985 4.02116 -2.05306
N 2.59639 2.26543 -1.23215
N 3.72899 4.12315 -1.71604
H 1.76224 1.69597 -1.23642
H 3.51150 1.95707 -0.93618
H 4.52987 3.58785 -1.41250
H 3.76750 5.12132 -1.86525
C -3.15826 -0.39611 3.24032
O -2.09014 0.11210 3.17575
N -4.23497 0.01425 2.73736
N -3.35681 -1.54095 3.85069
H -5.09332 -0.40362 3.06709
H -4.25789 0.81250 2.11900
H -2.50201 -1.97711 4.16562
H -4.28986 -1.92759 3.84545
C -1.62601 -1.83864 -3.78320
O -0.67679 -2.52205 -3.43227
N -2.37573 -2.01811 -4.79869
N -1.91062 -0.66573 -3.21944
H -2.34304 -2.93324 -5.22480
H -3.16883 -1.39275 -4.80193
H -2.60059 0.02230 -3.48525
H -1.56781 -0.47891 -2.28795
C -4.69428 3.14545 -1.41510
C -3.76200 2.04232 -0.81200
C -4.10721 0.64174 -1.05544
O -3.15014 -0.03659 -0.30432
C -3.35155 -1.44094 -0.20435
N -2.50289 2.32822 -1.46627
H -5.59536 3.16755 -0.80219
H -4.94724 3.05939 -2.47184
H -4.44452 4.15969 -1.10358
H -3.75015 2.30371 0.24613
H -3.95665 0.36560 -2.09908
H -5.14647 0.41072 -0.82162
H -4.33707 -1.52069 0.25445
H -2.58116 -1.86557 0.43930
H -3.33194 -1.93751 -1.17448
H -1.87517 1.57708 -1.21754
H -2.14013 3.22363 -1.17175

Atomic forces in eV per Å
1.0 -1.3 -1.1
2.9 2.6 0.4
-0.2 1.9 -1.0
0.6 0.3 4.9
0.4 -1.8 -3.8
1.7 -1.4 0.8
-3.3 0.5 -0.6
-1.1 -1.9 -1.8
0.7 2.7 4.8
0.0 -2.4 -0.2
-2.5 0.4 -1.6
3.1 0.0 -1.4
5.6 2.1 0.8
-0.7 0.6 -0.1
-1.4 6.4 -0.5
-3.5 -7.2 0.3
0.2 -0.7 -0.2
0.1 -0.1 -0.4
-0.4 0.0 -0.4
-0.1 -1.0 0.0
-2.1 1.1 -1.7
0.2 0.4 -0.2
0.5 1.8 -3.4
0.6 -3.1 5.3
-0.4 0.2 0.1
0.5 0.2 0.2
0.5 -0.3 0.3
-0.3 0.1 0.1
0.4 -1.6 -1.1
-1.4 -1.0 2.0
-1.8 -0.5 -0.8
1.4 2.4 1.3
-0.2 -0.5 -0.8
1.0 0.2 -0.3
0.1 0.5 0.8
0.5 0.5 -0.4
0.9 0.7 -0.8
-3.8 -1.7 0.1
1.5 -4.3 1.6
-0.3 3.8 0.4
-0.4 0.6 -0.3
0.2 0.0 0.1
-0.1 -0.3 -0.4
0.6 -0.4 -0.1
-0.1 2.0 -3.8
-1.3 0.7 1.2
0.4 -2.6 1.7
0.6 0.2 1.0
0.6 0.2 0.0
-0.6 -0.8 0.0
0.3 0.8 -0.1
0.2 -0.3 -0.1
0.1 -2.9 1.8
4.5 3.1 -0.7
-5.4 3.4 -3.2
0.7 -1.9 1.3
-0.1 0.5 -0.5
-0.2 -0.1 0.5
-0.9 -0.5 0.5
0.7 -0.6 0.4
2.1 0.6 0.9
0.3 -0.8 0.8
-2.4 -1.6 -2.9
0.0 3.1 3.3
-0.4 0.3 -0.5
-0.2 -0.9 -1.0
0.1 -0.7 -0.7
0.1 -0.4 -0.6
-1.6 0.3 1.3
-0.6 3.0 -3.1
-0.1 -1.2 -0.4
1.0 -0.4 0.5
-0.6 0.2 0.3
-0.7 -0.6 3.7
-0.6 -0.9 -0.4
0.3 -0.1 0.2
1.1 0.1 -0.6
0.7 0.1 0.4
-0.4 0.2 -0.3
-0.1 0.0 0.4
0.0 -0.7 0.1
-0.1 0.3 0.0
0.0 0.1 -0.1
1.0 -0.9 -1.2
0.1 1.0 -1.0

(4)
Computed, not measured: a cluster of 8 separate species, C11H39O8 in total in a non-equilibrium geometry, with wB97M-V/def2-TZVPD.

The energy above the lowest of the compared OMol25 structures with the same formula, charge and spin is 1009.47 kJ/mol. Its spin multiplicity is 1. The value obtained for the HOMO energy is -0.4313 Eh. The net charge is +1. The value obtained for the LUMO energy is -0.08985 Ha.

Cartesian coordinates (Å):
O 1.62336 -47.92438 16.52147
H 1.04662 -47.53396 17.18018
H 2.54236 -47.77392 16.62548
H 1.68303 -47.70085 15.57849
C -0.70378 -50.48221 12.94483
O -0.44361 -49.19828 13.41501
H 0.05366 -50.48995 12.37259
H -1.56777 -50.71307 12.24827
H -0.54580 -51.26832 13.70553
H 0.36293 -48.63794 13.10718
C 3.20231 -46.72455 19.91283
O 3.63601 -47.12605 18.67974
H 4.08791 -46.51032 20.50708
H 2.55894 -47.44279 20.36140
H 2.61710 -45.84978 19.67214
H 4.45749 -46.85767 18.54132
C -2.03027 -49.28853 16.91276
O -1.64488 -48.41603 15.86444
H -1.04238 -49.20392 17.37923
H -2.07293 -50.24782 16.52221
H -2.98239 -49.28368 17.39182
H -1.45252 -48.87718 15.06171
C 0.37201 -44.99984 17.31621
O 0.21134 -46.22699 18.16770
H -0.52679 -44.77015 16.76976
H 1.12103 -45.33766 16.71842
H 0.85672 -44.21235 17.92980
H -0.40615 -45.93893 18.86151
C -0.67891 -46.96141 13.89782
O 0.74118 -46.91479 14.16657
H -1.10365 -46.50757 14.81212
H -1.15830 -47.97042 13.82882
H -0.96878 -46.65603 12.93502
H 1.03146 -46.42158 13.20803
C 1.14735 -50.74417 18.54933
C 0.03074 -51.53133 19.15206
C -0.19784 -51.17741 20.59987
O -1.24505 -51.19712 18.31489
H 1.27223 -50.75384 17.39196
H 1.88075 -50.86122 19.12836
H 0.87786 -49.57648 18.78927
H 0.14931 -52.60069 18.84001
H -1.08018 -51.50867 20.93160
H -0.33521 -50.13181 20.36050
H 0.90444 -51.48715 21.12530
H -2.11887 -51.36465 18.69724
C 4.71657 -49.23951 15.60061
C 5.19190 -47.84151 15.20356
C 5.48440 -47.69888 13.74340
O 4.12435 -46.93799 15.46882
H 4.69720 -49.26132 16.74914
H 5.69528 -49.93573 15.34609
H 3.80520 -49.57567 15.29987
H 6.13800 -47.45365 15.60250
H 5.41744 -46.82321 13.53702
H 4.83212 -48.13428 13.11135
H 6.33931 -48.14356 13.50170
H 4.62217 -46.07698 15.70673

Atomic forces in eV per Å
0.7 -2.1 -1.4
-1.4 1.4 0.8
2.9 0.5 2.2
-2.4 0.9 -1.4
-2.7 -1.4 1.6
0.5 -0.2 0.5
5.5 -2.2 -4.9
0.3 1.0 1.4
-0.5 0.5 -0.1
-1.8 -2.4 0.4
0.1 1.6 0.5
-4.6 -3.5 -1.8
-0.4 0.2 0.6
-0.3 -0.8 0.5
-0.3 0.7 1.0
5.5 1.7 -1.0
3.2 0.3 -1.0
-1.8 2.0 -0.1
-1.4 -0.6 1.9
0.3 -2.0 -0.9
-0.6 1.7 0.7
-0.1 -0.8 -0.3
-0.2 -0.8 2.9
-0.5 1.6 -0.4
-0.3 0.3 0.1
2.0 -0.5 -2.5
-1.0 -0.1 -0.3
0.3 -0.8 -0.2
-2.6 0.5 3.1
1.7 1.5 -5.6
-0.4 0.5 -1.2
0.9 2.5 0.7
0.0 1.8 -1.1
-0.3 -2.0 4.4
-6.8 4.9 -5.0
-3.1 -2.0 -2.8
6.2 0.6 -2.1
1.9 -0.5 1.1
0.0 -0.6 2.3
6.7 -1.3 3.8
0.5 -2.4 -0.7
0.2 0.6 1.0
-2.8 -1.9 1.9
0.3 0.9 1.4
-3.6 1.1 -0.7
0.7 -0.4 0.6
6.7 0.1 3.3
-0.6 -0.8 -1.5
-0.9 -7.7 3.8
0.8 2.8 1.7
-0.1 -0.1 -1.4
-3.0 1.2 0.4
-2.3 -0.8 -1.7
-0.4 -0.7 1.2
0.1 10.8 -2.5
-2.9 -1.9 -1.8
4.0 -1.4 -0.9
-1.8 -1.8 -0.6

Q: What is the net charge in the first record?
A: 0